1.
C22H16N3O7V | ωB97M-V/def2-TZVPD

Its expectation value of S² is 2.017. Its spin multiplicity is 3. As for the LUMO energy (spin up / spin down): -1.71 / -1.82 eV. As for the HOMO-LUMO gap (spin up / spin down): 5.5 / 5.6 eV.

Last column: Löwdin spin population.
Geometry (Å):
V (0.12257, 0.59705, 0.70554)  1.837
C (-3.03517, -4.07089, 1.92854)  0.000
O (-2.68320, -2.89672, 1.21763)  0.000
C (-1.93652, -2.99022, 0.06995)  0.001
C (-1.87983, -4.08778, -0.75639)  0.002
C (-1.28522, -3.94292, -2.02676)  0.002
C (-0.76037, -2.77811, -2.49612)  0.000
C (-0.72743, -1.65881, -1.65725)  0.004
C (-0.17494, -0.47253, -2.07786)  0.009
N (-0.18714, 0.64019, -1.30140)  -0.007
N (-0.04120, 1.80828, -1.91292)  -0.009
C (-0.04504, 2.79578, -1.01088)  0.006
O (-0.29333, 2.49196, 0.23458)  0.012
C (0.09267, 4.17875, -1.48581)  0.000
C (-0.22297, 4.52939, -2.82414)  0.000
C (-0.34814, 5.86425, -3.17622)  0.000
C (-0.22523, 6.87763, -2.23358)  0.000
C (0.04710, 6.51029, -0.91874)  0.000
C (0.24412, 5.19442, -0.56663)  0.000
C (-1.31848, -1.75667, -0.35903)  0.009
O (-1.10037, -0.90328, 0.61991)  0.023
H (-3.46844, -3.64052, 2.89514)  0.000
H (-3.79998, -4.68647, 1.46881)  0.000
H (-2.20055, -4.76011, 2.16862)  0.000
H (-2.26444, -5.07357, -0.42583)  0.000
H (-1.20060, -4.85277, -2.57908)  0.000
H (-0.41179, -2.74894, -3.52811)  0.000
H (0.31239, -0.43700, -3.07917)  0.000
H (-0.20938, 3.76521, -3.63216)  0.000
H (-0.54240, 6.18698, -4.23114)  0.000
H (-0.29400, 7.94724, -2.48834)  0.000
H (0.27923, 7.28676, -0.19245)  0.000
H (0.46256, 4.98367, 0.47892)  0.000
O (3.83589, -0.73316, -0.53526)  0.014
C (2.72077, -0.38558, 0.13221)  0.029
O (2.05697, 0.70959, -0.06555)  0.006
C (2.33167, -1.22710, 1.24740)  0.014
C (2.88628, -2.40714, 1.75687)  -0.001
C (2.34071, -2.85463, 2.98832)  0.011
C (1.29315, -2.18688, 3.64708)  -0.004
C (0.83517, -0.99281, 3.10234)  0.013
N (1.34024, -0.57533, 1.93515)  0.003
C (-0.39413, -0.23996, 3.53686)  0.005
O (-1.05443, -0.56731, 4.51991)  0.020
O (-0.68305, 0.78184, 2.64834)  0.000
H (4.14831, -0.03526, -1.13406)  0.000
H (3.74782, -2.86515, 1.28018)  0.000
H (2.76170, -3.72086, 3.49019)  0.001
H (0.92843, -2.60081, 4.62241)  0.000



2.
C30H49Cl3LaN3O3PSSi | ωB97M-V/def2-TZVPD

Its spin multiplicity is 1. The total charge is -1. As for the LUMO energy: 1.80 eV. As for the HOMO-LUMO gap: 4.1 eV.

Last column: Löwdin charge in e.
Geometry (Å):
La (-3.04783, -18.61293, 2.91694)  1.541
Cl (0.17008, -16.78548, -0.03777)  0.747
C (-1.04276, -15.65071, 0.29772)  -0.705
C (-0.60547, -14.30472, 0.41930)  -0.131
C (-1.39073, -13.29048, 0.99492)  -0.106
C (-2.61063, -13.69677, 1.50430)  -0.167
C (-3.11400, -14.98002, 1.34699)  -0.680
Cl (-4.58996, -15.30372, 2.19419)  0.698
C (-2.37294, -16.00645, 0.66540)  -0.695
S (-3.01589, -17.64091, 0.32534)  0.398
H (0.43872, -14.18582, 0.04670)  0.092
H (-1.05509, -12.28669, 1.23735)  0.093
H (-3.25109, -13.03455, 2.12259)  0.098
C (0.75960, -21.01186, 5.55127)  -0.049
N (-0.50924, -20.76554, 6.23985)  0.005
C (-1.72283, -20.45797, 5.70484)  -0.534
N (-2.78879, -20.10917, 6.53197)  0.170
O (-1.82620, -20.44599, 4.42894)  -0.167
H (0.46069, -21.08303, 4.51661)  0.063
H (1.19738, -21.93962, 5.94650)  0.085
H (1.53488, -20.24225, 5.64148)  0.084
H (-0.46756, -20.87711, 7.26046)  0.138
H (-2.61580, -19.92330, 7.52437)  0.110
H (-3.51970, -19.58225, 6.04357)  0.067
C (-6.04504, -22.98965, 1.38901)  -0.091
C (-6.26206, -22.15226, 2.67135)  -0.582
C (-4.98513, -22.37860, 3.55485)  -0.103
C (-7.53565, -22.69958, 3.30688)  -0.104
P (-6.32941, -20.24129, 2.40352)  0.812
N (-4.90254, -19.71578, 2.21753)  -0.502
C (-7.22118, -19.23293, 3.81721)  -0.587
C (-6.80605, -17.74434, 3.63617)  -0.150
C (-8.70417, -19.16642, 3.82732)  -0.122
C (-6.57772, -19.64025, 5.19184)  -0.094
C (-7.26909, -19.84039, 0.83371)  -0.574
C (-7.37021, -18.27447, 0.67234)  -0.110
C (-8.75410, -20.39389, 0.78941)  -0.076
C (-6.42046, -20.30695, -0.37036)  -0.104
H (-5.87167, -24.04113, 1.67032)  0.091
H (-5.28898, -22.54051, 0.74484)  0.074
H (-6.90277, -22.89091, 0.73405)  0.059
H (-4.92397, -23.49871, 3.68398)  0.087
H (-5.07657, -21.88089, 4.56842)  0.067
H (-4.07531, -21.97319, 3.06208)  0.059
H (-7.37803, -23.73416, 3.64908)  0.086
H (-8.26054, -22.79681, 2.56352)  0.037
H (-7.93291, -22.09658, 4.12094)  0.062
H (-7.32387, -17.28967, 2.80979)  0.026
H (-5.72109, -17.61374, 3.43069)  0.003
H (-7.03150, -17.08495, 4.53898)  0.111
H (-9.14228, -18.42868, 3.05960)  0.092
H (-9.08566, -18.86042, 4.83640)  0.093
H (-9.14740, -20.16631, 3.53302)  0.069
H (-5.43318, -19.81703, 5.07938)  0.062
H (-7.03012, -20.49970, 5.68166)  0.059
H (-6.77977, -18.78072, 5.89526)  0.087
H (-8.21932, -17.82592, 1.29477)  0.064
H (-7.69475, -17.94483, -0.36798)  0.098
H (-6.36945, -17.85950, 0.88571)  0.055
H (-9.03610, -21.00441, 1.64791)  0.030
H (-8.82728, -20.83315, -0.22354)  0.077
H (-9.46364, -19.49833, 0.86680)  0.082
H (-5.44459, -19.86643, -0.27337)  0.055
H (-6.81459, -19.87805, -1.29699)  0.082
H (-6.34360, -21.36567, -0.50534)  0.040
C (-1.48541, -20.52009, -1.06206)  -0.288
Si (-1.08310, -20.40402, 0.79937)  0.411
C (-0.76913, -22.27065, 1.38169)  -0.287
C (0.68400, -19.81449, 1.20828)  -0.324
H (-0.56169, -20.49489, -1.64706)  0.009
H (-2.14461, -19.80152, -1.45747)  -0.049
H (-1.93730, -21.48993, -1.24466)  -0.002
H (0.17857, -22.67695, 1.04144)  -0.011
H (-1.54851, -22.91156, 0.97906)  -0.012
H (-0.75749, -22.28876, 2.46683)  -0.026
H (0.76696, -19.82414, 2.30660)  -0.006
H (0.98551, -18.78399, 0.91243)  -0.070
H (1.36087, -20.53163, 0.77804)  -0.010
Cl (-0.06954, -13.00276, 9.14734)  0.630
C (-1.05438, -14.16138, 8.26094)  -0.642
C (-2.44031, -14.45507, 8.30894)  -0.065
C (-2.99519, -15.33267, 7.33127)  -0.009
C (-2.21714, -15.90568, 6.31930)  -0.144
C (-0.79921, -15.64548, 6.40536)  0.017
C (-0.23846, -14.79187, 7.35328)  -0.161
C (-2.67939, -16.62462, 5.16934)  -0.625
O (-1.97314, -16.64208, 4.05707)  -0.219
O (-3.79236, -17.24945, 5.22956)  -0.135
H (-3.09759, -13.96520, 9.04355)  0.105
H (-4.07730, -15.60180, 7.34404)  0.128
H (-0.15387, -16.04364, 5.59462)  0.128
H (0.81346, -14.60265, 7.42240)  0.082



3.
C8H17NOS | ωB97M-V/def2-TZVPD

Its expectation value of S² is 2.009. Its spin multiplicity is 3. As for the LUMO energy (spin up / spin down): 0.85 / -1.09 eV. As for the HOMO-LUMO gap (spin up / spin down): 8.3 / 7.5 eV.

Last column: Löwdin spin population.
Geometry (Å):
C (0.07509, 0.29697, -2.58208)  0.616
C (-0.96386, -0.73042, -2.71314)  0.086
C (0.46939, -1.04718, -3.08141)  0.086
C (1.86113, -0.58447, 1.63342)  0.002
C (-0.45144, -1.69227, 1.89565)  0.027
C (-1.42284, 0.99024, 1.61990)  0.066
C (-0.06072, 2.55577, -1.09941)  0.023
C (0.40515, -0.44745, 2.07009)  0.087
N (-0.02916, 0.70118, 1.44674)  0.686
O (2.00581, 0.97137, -1.06216)  0.027
S (0.59265, 0.84106, -0.92594)  0.132
H (-1.25688, -1.42548, -1.80999)  0.015
H (-1.67357, -0.69056, -3.47087)  0.012
H (0.71364, -1.24862, -4.13495)  0.014
H (0.87693, -1.71883, -2.35333)  0.012
H (1.98805, -0.99084, 0.53353)  0.000
H (2.22873, 0.35754, 1.74988)  0.000
H (2.36628, -1.36219, 2.33578)  -0.001
H (-1.07996, -1.81393, 2.72951)  0.000
H (0.14926, -2.51383, 1.86707)  0.002
H (-1.15398, -1.58453, 1.00320)  0.002
H (-2.00284, 0.27409, 0.83982)  0.041
H (-1.77239, 0.65909, 2.56590)  0.013
H (-1.63933, 1.98465, 1.35465)  0.001
H (-0.13046, 3.08229, -0.17290)  0.000
H (0.54623, 3.04756, -1.91240)  0.003
H (-0.97661, 2.18367, -1.42790)  0.004
H (0.33569, -0.09490, 3.10135)  0.043



> The lowest spin multiplicity belongs to which entry?

C30H49Cl3LaN3O3PSSi



> Which of these has the lowest spin multiplicity?

C30H49Cl3LaN3O3PSSi



> The lowest spin multiplicity belongs to which entry?

C30H49Cl3LaN3O3PSSi